The following is a DFT calculation (ωB97M-V/def2-TZVPD) of a 2-piece molecular cluster, C3H7N3OS2 overall at a distorted geometry.

Output
LUMO	-0.23	eV
ΔE to the lowest compared entry with this formula, charge and spin	57.0	kJ/mol
Kohn-Sham gap	0.3021	hartree
molar mass	165.24	g/mol
HOMO level	-8.45	eV
net charge	0

Each line ends with the Mulliken charge.
Geometry (Å):
1 N -0.3335 -1.6385 0.0775  -0.448
2 N -0.9061 -0.6806 0.8746  -0.135
3 C -2.0863 -0.3867 0.7668  0.310
4 S -3.5639 -0.2754 -0.2211  -0.157
5 S -3.1346 0.7631 1.5520  -0.141
6 H 0.7219 -1.3723 0.1167  0.315
7 H -0.8172 -1.7765 -0.8347  0.283
8 C -0.1492 1.1221 -1.0258  -0.646
9 C 0.9389 1.0666 -0.2265  -0.006
10 N 2.0704 0.2130 -0.3081  -0.362
11 O 2.3845 -0.5299 0.8653  -0.440
12 H -0.8327 1.9471 -0.8448  0.273
13 H -0.4007 0.3502 -1.8386  0.246
14 H 1.1254 1.8888 0.4516  0.291
15 H 2.1300 -0.5245 -1.0233  0.319
16 H 2.8531 -0.1665 1.6181  0.298

The following is a DFT calculation (ωB97M-V/def2-TZVPD) of a 2-piece molecular cluster, C43H50N4P overall at a distorted geometry.

Output
LUMO	-4.01	eV
Kohn-Sham gap	0.1570	hartree
molar mass	653.88	g/mol
HOMO level	-8.28	eV
net charge	+1

Each line ends with the Mulliken charge.
Geometry (Å):
1 C 2.1709 0.3881 7.5885  -1.601
2 C 1.3056 0.3895 6.3784  0.917
3 C -0.0084 0.8321 6.4601  -1.013
4 C -0.8551 0.7815 5.3697  1.369
5 C -2.2629 1.2444 5.4854  -1.591
6 C -0.3712 0.2708 4.1476  -1.194
7 N -1.2303 0.1626 3.0135  0.716
8 P -1.8856 1.6159 2.3167  -0.076
9 H -0.9701 1.4247 1.2772  -0.276
10 N -3.0082 0.6852 1.3678  0.871
11 C -4.0684 1.3601 0.6937  -1.223
12 C -4.1257 1.3329 -0.7132  1.343
13 C -3.0323 0.6697 -1.4728  -1.234
14 C -5.1835 1.9486 -1.3554  -1.096
15 C -6.1902 2.5848 -0.6416  0.798
16 C -7.3521 3.1706 -1.3612  -1.531
17 C -6.1047 2.6448 0.7439  -1.241
18 C -5.0617 2.0442 1.4236  1.318
19 C -4.9863 2.0917 2.9071  -1.351
20 C -2.9076 -0.6906 1.6653  -0.627
21 C -1.9379 -0.9752 2.5694  -0.390
22 C 0.9728 -0.1385 4.0452  1.362
23 C 1.4887 -0.6044 2.7318  -1.304
24 C 1.7881 -0.0715 5.1596  -1.119
25 H 3.1665 0.0092 7.3578  0.347
26 H 2.2814 1.3924 7.9985  0.349
27 H 1.7469 -0.2483 8.3664  0.339
28 H -0.3818 1.2181 7.3933  0.479
29 H -2.8303 0.9830 4.5932  0.070
30 H -2.7653 0.7805 6.3339  0.459
31 H -2.3124 2.3267 5.6109  0.327
32 H -3.2190 0.6807 -2.5462  0.235
33 H -2.0802 1.1714 -1.2945  0.195
34 H -2.9230 -0.3716 -1.1691  0.352
35 H -5.2348 1.9381 -2.4303  0.473
36 H -8.0710 3.6095 -0.6687  0.359
37 H -7.0318 3.9511 -2.0514  0.335
38 H -7.8721 2.4035 -1.9362  0.341
39 H -6.8677 3.1607 1.3018  0.338
40 H -5.8950 2.5074 3.3408  0.436
41 H -4.8517 1.0919 3.3211  0.296
42 H -4.1490 2.7099 3.2333  0.314
43 H -3.6066 -1.4121 1.2675  0.461
44 H -1.7611 -1.9527 2.9923  0.473
45 H 2.5382 -0.8924 2.7903  0.364
46 H 0.9248 -1.4673 2.3768  0.367
47 H 1.3984 0.1840 1.9836  0.125
48 H 2.8167 -0.3803 5.0860  0.321
49 C -0.3839 -2.9737 -6.1171  -0.824
50 C -1.6821 -2.1821 -6.3565  -0.681
51 N -1.5843 -0.8052 -5.8387  -0.060
52 C -2.3604 0.3922 -6.2429  -0.730
53 C -1.8620 1.5063 -5.2852  -0.677
54 C -0.8115 0.8347 -4.4268  0.058
55 C 0.0082 1.3090 -3.4393  -0.508
56 C 0.9002 0.4282 -2.7666  0.509
57 C 1.7678 0.9535 -1.7764  -0.474
58 C 2.9110 0.3396 -1.2054  0.287
59 C 3.4818 0.9056 -0.0326  -0.428
60 C 4.5551 0.3034 0.5673  0.074
61 C 5.0458 -0.9028 0.0404  0.646
62 N 6.0785 -1.3990 0.8116  -0.067
63 C 6.7795 -2.6282 0.4006  -0.685
64 C 5.8729 -3.5430 -0.4429  -0.828
65 C 5.0955 -2.8083 -1.5615  -0.752
66 C 4.5368 -1.4880 -1.1184  -0.304
67 C 3.5204 -0.8224 -1.7608  -1.436
68 C 6.3924 -0.4888 1.9388  -0.744
69 C 5.4009 0.6917 1.7602  -0.712
70 C 0.8824 -0.9508 -3.1216  -1.113
71 C 0.1246 -1.4249 -4.1644  -0.798
72 C -0.7285 -0.5191 -4.7931  0.787
73 C 0.1975 -2.8280 -4.6897  -0.866
74 H -0.5494 -4.0341 -6.3440  0.381
75 H 0.3717 -2.6373 -6.8361  0.331
76 H -1.9265 -2.1280 -7.4234  0.415
77 H -2.5243 -2.6684 -5.8536  0.307
78 H -2.1567 0.6146 -7.2946  0.379
79 H -3.4291 0.1872 -6.1297  0.383
80 H -1.4279 2.3545 -5.8253  0.380
81 H -2.6766 1.9071 -4.6686  0.192
82 H -0.0112 2.3535 -3.1921  0.504
83 H 1.5282 1.9388 -1.4099  0.408
84 H 3.0666 1.7966 0.3978  0.474
85 H 7.6636 -2.3324 -0.1734  0.303
86 H 7.1319 -3.1377 1.3047  0.425
87 H 6.4668 -4.3580 -0.8747  0.390
88 H 5.1493 -4.0304 0.2204  0.331
89 H 5.7403 -2.6625 -2.4356  0.352
90 H 4.2582 -3.4284 -1.9067  0.367
91 H 3.2173 -1.1794 -2.7257  1.529
92 H 6.2452 -1.0231 2.8819  0.355
93 H 7.4385 -0.1746 1.8729  0.372
94 H 5.9292 1.6346 1.5692  0.329
95 H 4.7740 0.8541 2.6439  0.291
96 H 1.4439 -1.6602 -2.5465  1.423
97 H -0.3175 -3.5069 -4.0005  0.343
98 H 1.2513 -3.1353 -4.6808  0.378